(1)
Formula: C2H4N3O
Source: the Open Molecules 2025 dataset
Level of theory: ωB97M-V with the def2-TZVPD basis set

Computed properties:
HOMO-LUMO gap (eV): 10.237
Net charge: +1

The geometry in XYZ format:
```
10
C2H4N3O, DFT ωB97M-V with the def2-TZVPD basis set
C -1.6240 -0.8708 -0.1969
C 0.8139 -0.6604 -0.2409
N 0.0836 2.0838 0.5944
N -0.5863 -0.2019 -0.0437
N -0.7295 1.3940 0.2190
O -2.5223 -1.4663 -0.3143
H 1.3391 -0.7312 0.7694
H 0.7970 -1.5915 -0.6556
H 1.3620 -0.0464 -0.9634
H 1.0667 2.0908 0.8320
```

(2)
Formula: C4H9N2
Source: the Open Molecules 2025 dataset
Level of theory: ωB97M-V with the def2-TZVPD basis set

Computed properties:
HOMO-LUMO gap (alpha / beta) (eV): 7.093 / 5.761
Net charge: +1
Multiplicity: 3

The geometry in XYZ format:
```
15
C4H9N2, DFT ωB97M-V with the def2-TZVPD basis set
C 2.0856 -0.7595 -0.0789
C 1.9070 0.3454 -0.5008
C -0.6391 1.0340 0.9397
C -0.7961 -0.0546 -0.0652
N -1.0690 0.0748 -1.3616
N -0.6289 -1.2802 0.4062
H 2.1379 -1.7713 0.1312
H -0.0699 0.7569 1.7303
H -1.6704 1.3832 1.4077
H -0.3029 2.0385 0.5137
H -1.0476 -0.7269 -1.9536
H -0.8990 1.0070 -1.7601
H -0.5784 -2.1251 -0.1127
H 1.9068 1.3576 -0.6973
H -0.3359 -1.2797 1.4015
```

(3)
Formula: C4H9NO2S
Source: the Open Molecules 2025 dataset
Level of theory: ωB97M-V with the def2-TZVPD basis set

Computed properties:
HOMO-LUMO gap (eV): 10.216

The geometry in XYZ format:
```
17
C4H9NO2S, DFT ωB97M-V with the def2-TZVPD basis set
C -0.5977 0.2115 -1.8081
C 0.0320 -0.1695 1.8568
C 1.4948 -0.7524 0.0546
C -0.3285 0.7044 -0.3818
N 0.1293 -0.4033 0.4266
O -0.9745 -1.0597 -1.8583
O -0.5226 0.9223 -2.7691
S -1.9829 1.3103 0.1794
H 0.6504 0.6751 2.1862
H -1.0047 0.0284 2.1210
H 0.3578 -1.0692 2.3753
H 2.2107 0.0345 0.3282
H 1.7688 -1.6707 0.5708
H 1.5612 -0.9206 -1.0193
H 0.3498 1.5731 -0.3870
H -0.9362 -1.4431 -0.9585
H -2.2075 2.0290 -0.9171
```

(4)
Formula: C5H10O2
Source: the Open Molecules 2025 dataset
Level of theory: ωB97M-V with the def2-TZVPD basis set

Computed properties:
HOMO-LUMO gap (eV): 9.392

The geometry in XYZ format:
```
17
C5H10O2, DFT ωB97M-V with the def2-TZVPD basis set
C -1.5834 1.3692 0.6140
C -0.1447 0.8631 0.7336
C 0.4448 0.3068 -0.3260
O -0.2642 0.2587 -1.5270
C 1.6663 -0.5275 -0.3483
C 2.5216 -0.6456 0.6651
H -1.7011 2.4570 0.5775
H -2.0088 0.8841 -0.2586
H -2.2353 1.1364 1.4723
H 0.1958 0.9125 1.7562
H 0.3667 0.0160 -2.1985
H 1.9375 -0.8221 -1.3633
H 2.2257 -0.1857 1.5987
H 3.4597 -1.1838 0.6082
H -1.2323 -1.3915 -1.3032
H -1.8741 -1.4622 0.0469
O -1.7742 -1.9855 -0.7474
```

(5)
Formula: C46H95AsBrF3NO5S
Source: the Open Molecules 2025 dataset
Level of theory: ωB97M-V with the def2-TZVPD basis set

Computed properties:
HOMO-LUMO gap (eV): 6.962
Net charge: -1

The geometry in XYZ format:
```
153
C46H95AsBrF3NO5S, DFT ωB97M-V with the def2-TZVPD basis set
C -0.2534 1.9934 -3.7888
C -0.0523 1.7152 -5.2790
O 0.9885 0.8108 -5.5687
C 0.9045 -0.4032 -4.8326
C 1.4023 -1.5371 -5.7199
O 2.1998 -2.4830 -5.0241
C 1.4265 -3.3102 -4.1800
C 0.7188 -4.4327 -4.9193
O -0.5669 -3.9575 -5.2518
C -1.5847 -4.9219 -5.4078
As -3.4377 -4.1267 -5.0464
S -4.0773 -4.5720 -7.3437
Br -2.6123 -1.8140 -5.9284
C -5.2364 -3.2375 -4.9284
C -6.2158 -3.7275 -3.8803
C -7.3868 -2.7379 -3.7184
C -8.2927 -2.6640 -4.9608
C -9.7884 -2.5555 -4.6217
O -10.3934 -1.3892 -5.1604
C -10.5518 -0.3430 -4.2423
C -2.8968 -3.5006 -3.1917
C -1.9107 -4.3677 -2.4506
O -2.1800 -4.2513 -1.0319
C -1.1333 -4.7371 -0.2460
C -1.6772 -5.3274 1.0542
F -1.2891 -4.5904 2.1091
F -2.9881 -5.3918 1.0985
F -1.2084 -6.5566 1.2768
C -4.0527 -5.9467 -4.3704
C -4.1011 -7.0649 -5.2123
C -4.4967 -8.3116 -4.7215
C -4.8322 -8.4147 -3.3723
N -4.7772 -7.3869 -2.5291
C -4.3972 -6.2083 -3.0257
H 0.6993 2.0347 -3.2702
H -0.8903 1.2413 -3.3333
H -0.7605 2.9491 -3.6868
H 0.2318 2.6598 -5.7381
H -1.0040 1.4092 -5.7186
H -0.1294 -0.5967 -4.5537
H 1.5364 -0.3486 -3.9430
H 0.5407 -2.0280 -6.1753
H 2.0036 -1.1280 -6.5247
H 0.6333 -2.7231 -3.7122
H 2.0641 -3.6816 -3.3813
H 1.2715 -4.6556 -5.8338
H 0.6782 -5.3244 -4.2869
H -1.5423 -5.3084 -6.4265
H -1.4001 -5.7609 -4.7333
H -3.3099 -5.5708 -7.8000
H -5.7162 -3.2838 -5.9006
H -5.0238 -2.1857 -4.7598
H -6.6564 -4.6842 -4.1628
H -5.7816 -3.8666 -2.8948
H -6.9450 -1.7581 -3.5468
H -7.9460 -3.0448 -2.8379
H -8.1171 -3.5118 -5.6141
H -8.0649 -1.7434 -5.4885
H -9.9358 -2.5679 -3.5412
H -10.3255 -3.4146 -5.0188
H -11.2808 0.3502 -4.6522
H -10.9300 -0.6931 -3.2800
H -9.6215 0.2047 -4.0735
H -3.7605 -3.3863 -2.5435
H -2.4701 -2.5116 -3.3017
H -1.9934 -5.4267 -2.7003
H -0.8797 -4.0608 -2.6198
H -0.4804 -3.9120 0.0391
H -0.5632 -5.5059 -0.7629
H -3.8435 -7.0008 -6.2574
H -4.5380 -9.1589 -5.3875
H -5.1469 -9.3673 -2.9691
H -4.3507 -5.4081 -2.3053
C 2.4497 -2.5354 7.8658
C 2.5581 -3.8030 7.0250
C 2.0981 -3.6019 5.5818
C 0.6331 -3.1903 5.4253
C -0.3757 -4.1574 6.0419
C -0.3398 -5.5477 5.4145
H 1.4164 -2.1937 7.9429
H 2.8166 -2.7036 8.8797
H 3.0405 -1.7295 7.4232
H 1.9878 -4.6073 7.4973
H 3.5998 -4.1352 7.0131
H 2.2829 -4.5204 5.0185
H 2.7244 -2.8338 5.1159
H 0.4146 -3.0865 4.3583
H 0.4844 -2.1964 5.8596
H -1.3766 -3.7377 5.9139
H -0.2150 -4.2353 7.1214
H -0.5313 -5.4938 4.3428
H -1.1005 -6.1929 5.8564
H 0.6270 -6.0327 5.5613
C 3.0395 6.9865 -6.7558
C 4.0085 6.6120 -5.6381
C 4.9663 5.4833 -6.0157
C 4.2901 4.1521 -6.3492
C 3.4028 3.5848 -5.2431
C 4.1606 3.2686 -3.9570
H 2.3913 6.1514 -7.0238
H 2.3972 7.8149 -6.4529
H 3.5814 7.2936 -7.6530
H 3.4449 6.3417 -4.7414
H 4.5997 7.4928 -5.3722
H 5.6790 5.3370 -5.1990
H 5.5610 5.7980 -6.8797
H 5.0668 3.4195 -6.5898
H 3.6933 4.2633 -7.2586
H 2.9314 2.6690 -5.6075
H 2.5844 4.2774 -5.0233
H 4.9602 2.5493 -4.1457
H 3.4920 2.8346 -3.2122
H 4.6065 4.1626 -3.5161
C 0.5931 1.0725 6.8302
C 1.6023 1.0502 5.6861
C 2.9803 1.5792 6.0789
C 3.0046 3.0415 6.5259
C 2.4616 4.0353 5.5010
C 3.2582 4.0633 4.1996
H 0.4021 2.0864 7.1856
H -0.3612 0.6536 6.5077
H 0.9519 0.4794 7.6745
H 1.2066 1.6145 4.8377
H 1.7155 0.0193 5.3388
H 3.6649 1.4427 5.2370
H 3.3780 0.9619 6.8912
H 4.0376 3.3134 6.7686
H 2.4406 3.1486 7.4570
H 2.4792 5.0338 5.9468
H 1.4126 3.8197 5.2817
H 4.3044 4.3115 4.3918
H 2.8548 4.8136 3.5182
H 3.2286 3.1031 3.6835
C 5.5832 6.8651 6.2819
C 5.0286 6.7652 7.7004
C 3.6746 7.4507 7.8758
C 3.6776 8.9573 7.6123
C 4.6564 9.7571 8.4701
C 4.3666 9.6697 9.9659
H 5.7603 7.9005 5.9874
H 6.5328 6.3342 6.2021
H 4.8901 6.4225 5.5633
H 5.7540 7.1772 8.4074
H 4.9155 5.7094 7.9617
H 3.3080 7.2566 8.8876
H 2.9508 6.9834 7.2010
H 2.6659 9.3402 7.7789
H 3.8974 9.1429 6.5574
H 4.6111 10.8046 8.1611
H 5.6812 9.4285 8.2770
H 3.3576 10.0239 10.1868
H 5.0677 10.2824 10.5343
H 4.4522 8.6466 10.3345
```

(6)
Formula: C3H9S2
Source: the Open Molecules 2025 dataset
Level of theory: ωB97M-V with the def2-TZVPD basis set

Computed properties:
HOMO-LUMO gap (alpha / beta) (eV): 10.049 / 6.343
Multiplicity: 2

The geometry in XYZ format:
```
14
C3H9S2, DFT ωB97M-V with the def2-TZVPD basis set
S 1.7953 -1.3254 0.1161
H 1.9921 -2.6469 0.2338
C 0.5231 2.4496 -0.4689
C -0.3359 1.4974 0.3465
C -1.0107 0.4370 -0.5494
S -1.3396 -1.1239 0.2978
H 0.9877 3.2183 0.1487
H -0.0557 2.9282 -1.2572
H 1.3373 1.8925 -0.9344
H 0.3015 0.9451 1.0396
H -1.0825 2.0183 0.9517
H -0.3696 0.2550 -1.4070
H -1.9666 0.7842 -0.9257
H 0.0767 -1.4769 0.3366
```

Largest force on an atom
In order: 7.4 6.0 0.7 1.9 1.4 0.7
Unit: eV/Å
Relative energy (zero: lowest compared OMol25 entry of this formula, charge and spin)
In order: 354.31 317.20 82.47 244.71 0.00 31.08
Unit: kJ/mol